<a>
Density functional theory data (wB97M-V/def2-TZVPD) for an isolated molecule of C15H30O2.

SMILES string = CCCCCCCCCCCCCCC(=O)O
E_LUMO = 0.76 eV
HOMO = -10.50 eV

Each line ends with the Mulliken charge.
Cartesian coordinates (Å):
C 4.33508 -5.74469 -0.90466  -1.179
C 3.69134 -4.67282 -1.77672  -0.559
C 3.18811 -3.46626 -0.98255  -0.399
C 1.98008 -3.78692 -0.10469  -0.515
C 1.48580 -2.58631 0.70348  -0.827
C 0.86209 -1.48655 -0.15388  -0.367
C 0.25715 -0.38145 0.70962  -1.124
C -0.26070 0.81076 -0.09603  -0.097
C -1.44680 0.46148 -0.99559  -0.566
C -2.08872 1.69222 -1.65368  -0.799
C -3.38999 2.14648 -0.98784  -1.032
C -3.25060 2.62262 0.45815  -0.546
C -2.46817 3.92662 0.58497  -0.423
C -2.38958 4.39265 2.03544  -0.755
C -1.55677 5.63798 2.18808  0.532
O -0.87620 6.14555 1.33947  -0.563
O -1.64977 6.14243 3.42898  -0.443
H 5.14654 -5.31990 -0.31739  0.287
H 4.74146 -6.54098 -1.52440  0.367
H 3.61097 -6.18417 -0.22370  0.320
H 2.85854 -5.10927 -2.33313  0.316
H 4.42846 -4.32633 -2.50538  0.335
H 3.99814 -3.08589 -0.35555  0.254
H 2.91760 -2.67958 -1.68919  0.259
H 2.24683 -4.58197 0.59399  0.313
H 1.16651 -4.15700 -0.73354  0.275
H 0.73624 -2.93432 1.41938  0.373
H 2.31836 -2.17098 1.27660  0.337
H 0.08818 -1.92709 -0.78477  0.274
H 1.62003 -1.04931 -0.80594  0.253
H 1.02182 -0.02533 1.40518  0.424
H -0.56019 -0.79629 1.30543  0.310
H -0.55333 1.59540 0.60315  0.030
H 0.54993 1.20767 -0.71202  0.326
H -2.19928 -0.07198 -0.41062  0.365
H -1.10087 -0.21901 -1.77488  0.348
H -1.37335 2.51516 -1.66655  0.361
H -2.32449 1.45919 -2.69450  0.374
H -4.09767 1.31366 -1.01184  0.354
H -3.81931 2.95697 -1.58220  0.406
H -4.25304 2.77552 0.86723  0.519
H -2.77137 1.84568 1.05564  0.249
H -2.94749 4.70228 -0.01516  0.409
H -1.45421 3.80235 0.20450  0.291
H -3.38206 4.59471 2.44318  0.314
H -1.93573 3.61984 2.66203  0.281
H -1.09958 6.93719 3.51189  0.341



<b>
Density functional theory data (wB97M-V/def2-TZVPD) for an isolated molecule of C15H30O2.

SMILES string = CCCCCCCCCCCCCCC(=O)O
E_LUMO = 0.77 eV
HOMO = -10.36 eV

Each line ends with the Mulliken charge.
Cartesian coordinates (Å):
C -4.79459 -2.80081 -1.05306  -1.148
C -5.30479 -2.02493 0.15553  -0.415
C -4.21100 -1.70860 1.17713  -0.888
C -3.06621 -0.83714 0.65707  -0.337
C -3.51838 0.54909 0.20213  -0.572
C -2.35293 1.45033 -0.21052  -0.533
C -1.51491 1.92870 0.97354  -0.526
C -0.47217 2.97930 0.58799  -1.063
C 0.59511 2.49736 -0.39623  -0.624
C 1.44371 1.34833 0.14365  -0.387
C 2.59631 1.00308 -0.79632  -0.827
C 3.44603 -0.14588 -0.25891  -0.539
C 4.59432 -0.49361 -1.20302  -0.685
C 5.45067 -1.64609 -0.66484  -0.526
C 6.14987 -1.24946 0.60928  0.485
O 5.94764 -1.71423 1.69840  -0.563
O 7.05956 -0.28685 0.40092  -0.447
H -5.62535 -3.09254 -1.69200  0.373
H -4.27414 -3.70182 -0.73489  0.290
H -4.11046 -2.19793 -1.64445  0.279
H -6.07324 -2.61886 0.65700  0.360
H -5.77776 -1.09997 -0.17839  0.279
H -4.67129 -1.20632 2.03203  0.335
H -3.78996 -2.65080 1.53798  0.360
H -2.56384 -1.34235 -0.16982  0.248
H -2.33869 -0.73008 1.46409  0.257
H -4.18961 0.44331 -0.65222  0.281
H -4.07961 1.02927 1.00757  0.314
H -2.75279 2.32662 -0.72765  0.315
H -1.72224 0.90747 -0.91671  0.259
H -1.01693 1.08227 1.44631  0.189
H -2.18316 2.37099 1.71724  0.421
H -0.98547 3.83857 0.14835  0.383
H 0.02429 3.32426 1.49872  0.384
H 1.25224 3.34095 -0.62406  0.447
H 0.12447 2.19270 -1.33246  0.277
H 1.84661 1.62563 1.12067  0.297
H 0.82275 0.46147 0.27919  0.226
H 3.22726 1.88435 -0.93538  0.354
H 2.19450 0.72862 -1.77488  0.334
H 3.84793 0.12832 0.71902  0.338
H 2.81631 -1.02711 -0.11705  0.263
H 5.22930 0.38201 -1.34980  0.373
H 4.18960 -0.78280 -2.17510  0.346
H 4.83025 -2.51884 -0.46075  0.306
H 6.21324 -1.90481 -1.40115  0.369
H 7.48756 -0.04119 1.23586  0.338



Stability ranking, top and bottom: <b> is the most stable and <a> is the least stable.



<a>
Density functional theory data (wB97M-V/def2-TZVPD) for a 4-piece molecular cluster, C3H10O3 overall.

E_LUMO = -2.58 eV
HOMO = -8.37 eV

Each line ends with the Mulliken charge.
Cartesian coordinates (Å):
C -1.30494 0.47783 0.58209  -0.144
O -1.11105 1.32805 -0.53585  -0.767
C -0.20349 -0.55190 0.55456  -0.294
C 0.22646 -1.44573 1.50303  -0.592
H -2.25325 -0.11694 0.46768  0.240
H -1.13890 0.92204 1.59229  0.275
H 1.18251 0.46216 1.38604  0.394
H 0.19666 -0.65027 -0.46816  0.467
H 1.13480 -2.09730 1.51198  0.289
H -0.43049 -1.84154 2.24960  0.252
H -0.83536 0.58308 -1.61366  0.377
H -1.10473 -0.35887 -2.90794  0.237
O -0.44206 -0.18434 -2.25394  -0.774
H 2.67893 0.93996 -1.10063  0.315
H 1.24476 1.36160 -0.63579  0.396
O 2.16013 1.17217 -0.33130  -0.671



<b>
Density functional theory data (wB97M-V/def2-TZVPD) for a 3-piece molecular cluster, C3H10O3 overall.

SMILES string = C=C(C)O.O.O
E_LUMO = 0.64 eV
HOMO = -10.01 eV

Each line ends with the Mulliken charge.
Cartesian coordinates (Å):
C -1.56926 1.74338 0.54495  -0.756
C -0.48861 1.24849 -0.08003  0.376
C -0.37280 0.26226 -1.35963  -0.271
O 0.88393 1.55037 0.35278  -0.536
H -2.71278 1.61139 0.48343  0.286
H -1.38254 2.73655 1.18490  0.176
H -1.28679 -0.02686 -1.94652  0.316
H 0.41316 0.71209 -2.03987  0.219
H 0.19082 -0.63516 -0.98332  -0.133
H 1.08155 2.28339 -0.18189  0.317
O 1.18873 -1.12382 1.67057  -0.704
H 1.36864 -0.28418 1.20121  0.372
H 0.25796 -0.97208 2.12261  0.337
O 0.55477 -3.02337 -0.61794  -0.658
H 1.12372 -3.78017 -0.31257  0.311
H 0.74950 -2.30227 -0.03868  0.348



<c>
Density functional theory data (wB97M-V/def2-TZVPD) for a 3-piece molecular cluster, C3H10O3 overall.

SMILES string = CCC=O.O.O
E_LUMO = 0.73 eV
HOMO = -10.01 eV

Each line ends with the Mulliken charge.
Cartesian coordinates (Å):
C 0.82790 0.10780 -1.69932  -1.041
C 1.34650 -1.02998 -0.83486  -0.088
C 1.51034 -0.64113 0.60650  -0.006
O 0.96783 -1.21527 1.52161  -0.486
H 1.55485 0.96338 -1.82317  0.323
H 0.82098 -0.22034 -2.76450  0.299
H -0.06823 0.65211 -1.49513  0.248
H 2.36206 -1.19785 -1.18122  0.280
H 0.67248 -1.84428 -1.07190  0.236
H 2.08784 0.37181 0.83544  0.282
O -1.75010 1.97919 -0.93850  -0.652
H -2.33792 2.71199 -0.69933  0.302
H -2.05764 1.40926 -0.21074  0.332
O -1.96908 0.10138 1.40703  -0.622
H -0.99898 0.14308 1.51504  0.259
H -2.03526 0.27890 2.36448  0.333



Stability ranking, top and bottom: <c> is the most stable and <a> is the least stable.



<a>
Density functional theory data (wB97M-V/def2-TZVPD) for an isolated molecule of C5H8N2O2S.

SMILES string = CCS(=O)(=O)n1ccnc1
E_LUMO = -0.67 eV
HOMO = -8.64 eV

Each line ends with the Mulliken charge.
Cartesian coordinates (Å):
C -1.15820 1.60263 0.62289  -1.146
C -1.84405 0.82528 -0.43736  -0.278
S -1.44073 -0.95787 -0.02777  1.139
O -1.92142 -1.66543 -1.16408  -0.554
O -1.73584 -1.37395 1.25997  -0.516
N 0.70227 -0.81975 -0.15221  -0.067
C 1.57000 -0.63430 -1.13956  -0.390
C 2.81240 -0.60079 -0.50688  -0.320
N 2.66518 -0.82904 0.82516  -0.619
C 1.40670 -1.04347 1.02958  -0.067
H -1.17540 2.70938 0.47261  0.338
H -1.42197 1.38786 1.57525  0.382
H -0.13347 1.55865 0.36906  0.308
H -1.36590 0.76248 -1.37898  0.315
H -3.01377 1.00712 -0.46958  0.340
H 1.25999 -0.17809 -2.09323  0.319
H 3.84349 -0.50198 -0.76728  0.433
H 0.95069 -1.24873 1.98238  0.385



<b>
Density functional theory data (wB97M-V/def2-TZVPD) for an isolated molecule of C5H8N2O2S.

SMILES string = CCS(=O)(=O)n1cccn1
E_LUMO = 0.52 eV
HOMO = -9.53 eV

Each line ends with the Mulliken charge.
Cartesian coordinates (Å):
C 0.05887 0.19521 -1.69746  -0.755
C -1.07738 -0.63873 -1.20401  -0.599
S -0.56040 -1.93527 -0.10150  1.121
O 0.67690 -2.48500 -0.55799  -0.568
O -1.51120 -2.87515 0.34886  -0.599
N -0.06886 -0.77280 1.43719  0.222
C 0.88970 -0.76528 2.36367  -0.324
C 0.88650 0.55125 2.84597  -0.608
C -0.10498 1.22866 2.09275  -0.237
N -0.66167 0.41058 1.18475  -0.628
H -0.47375 0.77681 -2.42650  0.324
H 0.42706 0.78252 -0.73723  0.227
H 0.77406 -0.49661 -2.27989  0.270
H -1.48922 -1.20409 -2.08358  0.400
H -1.94241 -0.08966 -0.92358  0.456
H 1.50540 -1.58313 2.60126  0.468
H 1.46228 1.03613 3.60696  0.377
H -0.30863 2.24688 1.95684  0.451



Stability ranking, top and bottom: <b> is the most stable and <a> is the least stable.



<a>
Density functional theory data (wB97M-V/def2-TZVPD) for C21H19N4O4Ru as an isolated structure.

spin multiplicity = 2
E_LUMO (spin up / spin down) = -1.55 / -1.05 eV
⟨S²⟩ = 0.861
HOMO (spin up / spin down) = -7.62 / -7.62 eV

Each line ends with the Mulliken charge.
Cartesian coordinates (Å):
Ru 0.19610 -0.08520 -0.29320  0.966
O -1.64150 -1.44900 -0.20330  -0.074
C -2.88010 -1.40150 -0.42200  0.127
C -3.62900 -2.62240 -0.47880  -0.650
C -4.97040 -2.62880 -0.72580  -0.489
C -5.65630 -1.42750 -0.95530  -0.658
C -4.98610 -0.23110 -0.87700  -0.599
C -3.61440 -0.17490 -0.59260  0.303
C -2.99190 1.08870 -0.39440  -0.265
N -1.74780 1.31880 -0.16460  0.029
C -1.36940 2.69390 0.07820  -0.623
C -0.08190 2.72080 0.90880  -0.861
N 0.93270 1.94800 0.23760  -0.195
C 1.81820 2.56610 -0.47290  0.269
C 2.95210 1.96960 -1.08980  0.020
C 3.85030 2.76430 -1.81450  -0.713
C 5.01030 2.24560 -2.33500  -0.600
C 5.32630 0.89680 -2.11760  -0.446
C 4.47860 0.08440 -1.42290  -0.544
C 3.23780 0.56450 -0.89250  0.591
O 2.47810 -0.21320 -0.25350  -0.617
H -3.08120 -3.53640 -0.29890  0.434
H -5.51630 -3.56250 -0.74140  0.389
H -6.71350 -1.44570 -1.16870  0.383
H -5.52880 0.69320 -1.02150  0.329
H -3.68390 1.94210 -0.41360  0.264
H -2.16360 3.24810 0.60330  0.429
H -1.18030 3.19180 -0.88530  0.256
H -0.26980 2.25590 1.88360  0.314
H 0.24730 3.75890 1.05790  0.426
H 1.73650 3.65540 -0.57900  0.324
H 3.61530 3.81200 -1.94580  0.334
H 5.68570 2.87390 -2.89320  0.390
H 6.26140 0.50960 -2.49650  0.387
H 4.72580 -0.95160 -1.24500  0.449
C 1.45810 -4.26270 -2.36020  -0.942
N 1.28200 -3.84050 -0.98960  0.110
C 1.48690 -4.66470 0.07500  0.155
C 1.32860 -4.24410 1.33920  -0.823
C 0.92620 -2.86210 1.60890  0.165
O 0.76130 -2.41560 2.72730  -0.727
N 0.74790 -2.10570 0.48330  0.158
C 0.89960 -2.53280 -0.76110  0.889
O 0.71400 -1.79330 -1.75970  -0.723
H 1.80570 -5.29400 -2.38960  0.328
H 2.18550 -3.61090 -2.84940  0.292
H 0.50910 -4.17540 -2.89300  0.288
H 1.77220 -5.68060 -0.16420  0.346
H 1.49510 -4.88970 2.18530  0.409



<b>
Density functional theory data (wB97M-V/def2-TZVPD) for C21H19N4O4Ru as an isolated structure.

spin multiplicity = 2
E_LUMO (spin up / spin down) = 0.00 / 0.01 eV
⟨S²⟩ = 0.756
HOMO (spin up / spin down) = -7.56 / -7.46 eV

Each line ends with the Mulliken charge.
Cartesian coordinates (Å):
Ru -0.33003 -0.85699 0.32141  0.253
O -0.19346 -1.43458 -1.59400  -0.792
C -1.24722 -1.54217 -2.34635  0.555
C -1.06992 -1.39899 -3.74410  -0.482
C -2.12375 -1.51780 -4.60929  -0.393
C -3.42140 -1.80539 -4.15071  -0.687
C -3.62025 -1.96535 -2.80792  -0.761
C -2.56317 -1.83398 -1.87891  0.430
C -2.87761 -2.07459 -0.50572  -0.117
N -2.08070 -1.92586 0.49623  0.126
C -2.55790 -2.21565 1.85532  -0.797
C -1.48708 -1.73430 2.83346  -0.765
N -0.95998 -0.49986 2.28758  0.163
C -0.64613 0.51547 2.98931  -0.119
C -0.20251 1.75389 2.40379  0.366
C 0.19983 2.79888 3.25080  -0.683
C 0.49852 4.04547 2.75873  -0.709
C 0.36479 4.26741 1.38152  -0.398
C -0.04228 3.27031 0.52758  -0.274
C -0.32785 1.97562 1.00920  0.597
O -0.71831 1.08299 0.14007  -0.763
H -0.07199 -1.16506 -4.08847  0.457
H -1.95354 -1.38235 -5.67066  0.369
H -4.24207 -1.89915 -4.84790  0.398
H -4.60953 -2.19756 -2.42888  0.312
H -3.88763 -2.44094 -0.30626  0.321
H -2.72490 -3.28746 1.97776  0.415
H -3.50390 -1.69617 2.02810  0.415
H -0.66303 -2.45014 2.87706  0.164
H -1.89935 -1.60049 3.83664  0.438
H -0.77754 0.48457 4.07371  0.293
H 0.26745 2.59869 4.31488  0.352
H 0.81903 4.84090 3.41667  0.399
H 0.59032 5.24645 0.97575  0.378
H -0.13354 3.43521 -0.53737  0.454
C 4.33008 1.30147 -1.87264  -0.914
N 3.62686 0.53721 -0.85386  0.177
C 4.29572 -0.17953 0.08526  0.210
C 3.66554 -0.92932 1.01149  -1.169
C 2.23428 -0.94865 0.94869  0.892
O 1.47691 -1.65721 1.66941  -0.609
N 1.59392 -0.17729 0.04863  0.270
C 2.21683 0.56373 -0.91208  0.166
O 1.66540 1.22651 -1.76523  -0.607
H 5.39025 1.31309 -1.62955  0.295
H 3.94521 2.31788 -1.90233  0.310
H 4.18367 0.85504 -2.85555  0.290
H 5.37455 -0.10975 0.03737  0.306
H 4.19743 -1.50423 1.75140  0.469



Stability ranking, top and bottom: <b> is the most stable and <a> is the least stable.